1.
{
  "formula": "C6H9NO2",
  "method": "ωB97M-V with the def2-TZVPD basis set",
  "lumo_ev": 0.64,
  "de_lowest_ev": 4.184,
  "homo_ev": -8.370,
  "e_tot_ha": -439.122613,
  "gap_ev": 9.0100,
  "symbols": ["C", "C", "N", "C", "C", "C", "O", "C", "H", "H", "H", "H", "H", "H", "H", "O", "H", "H"],
  "xyz": [[-2.176324, -0.103047, 1.492606], [-1.704419, 1.190742, 1.380977], [-0.458142, 1.141897, 0.824814], [-0.060828, -0.163011, 0.695870], [1.236604, -0.551508, 0.093108], [2.106982, 0.342761, -0.696771], [2.410209, 0.327562, 0.647830], [-1.121970, -0.966814, 1.075884], [-3.200066, -0.388053, 1.724800], [-2.176646, 2.143021, 1.607877], [0.138457, 1.947339, 0.630801], [1.505924, -1.603070, 0.217380], [1.437602, 0.649995, -1.706981], [2.922175, -0.091305, -1.290422], [-1.173245, -2.044614, 0.932458], [0.372312, -0.590050, -2.860493], [-0.456560, -0.103432, -2.873507], [0.397937, -1.138410, -1.896225]],
  "forces_ev_per_angstrom": [[0.045, 0.199, -0.173], [-0.477, -0.096, -0.324], [0.592, 0.367, 0.325], [0.008, -0.298, -1.012], [1.880, -0.155, 2.256], [-1.124, -2.155, -4.921], [-1.970, 0.912, 0.258], [-0.005, 0.140, -0.384], [0.446, 0.086, 0.235], [0.132, -0.338, -0.101], [-0.310, -0.581, 0.283], [-0.207, 0.241, -0.059], [1.096, 2.021, 3.189], [0.011, -0.543, 0.384], [0.096, 0.328, 0.290], [0.479, -2.388, 3.561], [-0.220, -0.111, 0.269], [-0.472, 2.371, -4.077]]
}

2.
{
  "formula": "C6H9NO3",
  "method": "ωB97M-V with the def2-TZVPD basis set",
  "lumo_ev": 0.59,
  "de_lowest_ev": 0.999,
  "homo_ev": -9.568,
  "e_tot_ha": -514.476153,
  "gap_ev": 10.1589,
  "symbols": ["N", "C", "O", "C", "C", "C", "C", "C", "O", "O", "H", "H", "H", "H", "H", "H", "H", "H", "H"],
  "xyz": [[3.034426, 0.987181, 0.533372], [2.588024, -0.208690, 0.044452], [3.461044, -0.898654, -0.467665], [1.141217, -0.449515, 0.016210], [0.581261, -1.641850, -0.068751], [-0.933020, -1.664931, 0.129189], [-1.321675, -0.176229, 0.360325], [-0.097861, 0.593926, -0.055486], [-0.327047, 0.972627, -1.462232], [0.201131, 1.737889, 0.738288], [2.421391, 1.410143, 1.234740], [3.951160, 1.233628, 0.664861], [0.953354, -2.643141, 0.008262], [-1.377917, -1.963241, -0.762250], [-1.355462, -2.167320, 1.048347], [-2.224288, 0.256961, -0.209513], [-1.422823, -0.187396, 1.442758], [0.340571, 1.650787, -1.673529], [-0.649955, 2.115036, 1.051458]],
  "forces_ev_per_angstrom": [[-4.671, 0.734, 1.596], [3.153, 1.012, -1.221], [-1.193, -1.187, -0.065], [-2.238, 0.675, -0.296], [-1.673, -1.184, 1.904], [-0.096, 1.809, 1.063], [-0.305, -0.097, -0.524], [1.871, 0.545, -0.894], [0.643, 0.224, 1.646], [-0.998, -0.173, -0.158], [0.170, 0.131, -0.620], [2.659, -0.194, -0.108], [1.224, -0.067, -0.407], [-1.010, -1.228, -1.416], [0.970, -0.385, -1.361], [1.256, -0.975, 1.085], [-0.293, 1.024, 0.069], [-0.236, -0.399, 0.069], [0.766, -0.266, -0.360]]
}

3.
{
  "formula": "C6H9NO3",
  "method": "ωB97M-V with the def2-TZVPD basis set",
  "lumo_ev": 0.08,
  "de_lowest_ev": 4.896,
  "homo_ev": -9.683,
  "e_tot_ha": -514.332930,
  "gap_ev": 9.7594,
  "symbols": ["C", "C", "O", "O", "O", "H", "H", "H", "H", "C", "C", "C", "C", "N", "H", "H", "H", "H", "H"],
  "xyz": [[0.106677, 0.323674, 1.977901], [-0.495103, 1.782061, -0.253978], [-0.553014, 0.148152, 0.709169], [0.645904, 2.459323, -0.014566], [-1.574603, 2.298836, -0.321748], [0.439902, 3.402497, -0.139680], [-0.154410, -0.511205, 2.624937], [1.186220, 0.410321, 1.855068], [-0.379256, 1.206291, 2.397169], [1.149395, -1.499584, -0.395511], [-0.246988, -0.977478, -0.310258], [-1.359428, -1.686452, -0.530069], [-0.050325, 0.777816, -1.855615], [0.406774, 0.698113, -2.921198], [1.435035, -1.631978, -1.440583], [1.878144, -0.826142, 0.052774], [1.216939, -2.501001, 0.039274], [-1.303818, -2.570923, -1.152298], [-2.348044, -1.302325, -0.320785]],
  "forces_ev_per_angstrom": [[-0.342, -0.703, -0.304], [-1.233, 0.710, -3.865], [0.691, 0.002, -2.015], [0.328, -0.969, 0.599], [0.924, -1.149, 0.840], [-0.152, -0.313, 0.205], [0.147, -0.181, -0.036], [-0.100, 0.212, 0.156], [0.433, 0.083, -0.074], [0.278, 0.065, -0.546], [-1.383, -0.637, 3.551], [0.487, 0.806, -0.821], [0.296, 1.740, 0.965], [-0.462, -0.200, 0.752], [-0.061, 0.282, -0.039], [-0.038, -0.064, 0.019], [-0.033, 0.300, 0.303], [0.103, -0.015, 0.013], [0.117, 0.031, 0.297]]
}

4.
{
  "formula": "C6H9NO3",
  "method": "ωB97M-V with the def2-TZVPD basis set",
  "lumo_ev": 0.69,
  "de_lowest_ev": 2.435,
  "homo_ev": -9.807,
  "e_tot_ha": -514.423364,
  "gap_ev": 10.4986,
  "symbols": ["O", "C", "C", "C", "C", "C", "C", "O", "N", "H", "H", "H", "H", "H", "H", "H", "O", "H", "H"],
  "xyz": [[-3.625867, 2.481916, -1.733296], [-3.377828, 1.301359, -1.676723], [-2.350554, 0.619326, -2.542790], [-1.552043, -0.409863, -1.778466], [-0.165837, -0.792113, -2.053373], [0.693988, 0.347309, -2.589357], [0.305112, 1.082398, -1.316984], [0.470669, 2.181435, -0.875353], [-0.509773, -0.023957, -0.778658], [-3.933966, 0.640646, -0.973902], [-2.912487, 0.075607, -3.321649], [-1.738711, 1.377498, -3.045305], [-2.162309, -1.215674, -1.362376], [0.171719, -1.824803, -1.974627], [1.766063, 0.114301, -2.584874], [0.411780, 0.804722, -3.545513], [1.605796, -0.660920, 1.273748], [0.662488, -1.014222, 1.378651], [1.622095, 0.162990, 1.769238]],
  "forces_ev_per_angstrom": [[0.128, -0.709, 0.027], [-0.216, 0.690, 0.099], [0.077, -0.166, -0.338], [0.035, 0.292, 0.019], [0.154, -0.306, 0.074], [0.476, -0.222, -0.032], [-1.312, 0.735, -0.132], [0.114, -1.048, -0.091], [0.444, 0.069, 0.139], [0.103, 0.080, -0.088], [0.105, 0.149, 0.109], [-0.138, -0.137, 0.177], [0.137, 0.244, -0.047], [-0.073, 0.292, -0.055], [-0.251, 0.015, -0.080], [0.103, -0.041, 0.292], [-1.756, -0.972, 0.239], [2.000, 0.999, -0.320], [-0.129, 0.034, 0.009]]
}

Repeat the third record exactly.
{
  "formula": "C6H9NO3",
  "method": "ωB97M-V with the def2-TZVPD basis set",
  "lumo_ev": 0.08,
  "de_lowest_ev": 4.896,
  "homo_ev": -9.683,
  "e_tot_ha": -514.332930,
  "gap_ev": 9.7594,
  "symbols": ["C", "C", "O", "O", "O", "H", "H", "H", "H", "C", "C", "C", "C", "N", "H", "H", "H", "H", "H"],
  "xyz": [[0.106677, 0.323674, 1.977901], [-0.495103, 1.782061, -0.253978], [-0.553014, 0.148152, 0.709169], [0.645904, 2.459323, -0.014566], [-1.574603, 2.298836, -0.321748], [0.439902, 3.402497, -0.139680], [-0.154410, -0.511205, 2.624937], [1.186220, 0.410321, 1.855068], [-0.379256, 1.206291, 2.397169], [1.149395, -1.499584, -0.395511], [-0.246988, -0.977478, -0.310258], [-1.359428, -1.686452, -0.530069], [-0.050325, 0.777816, -1.855615], [0.406774, 0.698113, -2.921198], [1.435035, -1.631978, -1.440583], [1.878144, -0.826142, 0.052774], [1.216939, -2.501001, 0.039274], [-1.303818, -2.570923, -1.152298], [-2.348044, -1.302325, -0.320785]],
  "forces_ev_per_angstrom": [[-0.342, -0.703, -0.304], [-1.233, 0.710, -3.865], [0.691, 0.002, -2.015], [0.328, -0.969, 0.599], [0.924, -1.149, 0.840], [-0.152, -0.313, 0.205], [0.147, -0.181, -0.036], [-0.100, 0.212, 0.156], [0.433, 0.083, -0.074], [0.278, 0.065, -0.546], [-1.383, -0.637, 3.551], [0.487, 0.806, -0.821], [0.296, 1.740, 0.965], [-0.462, -0.200, 0.752], [-0.061, 0.282, -0.039], [-0.038, -0.064, 0.019], [-0.033, 0.300, 0.303], [0.103, -0.015, 0.013], [0.117, 0.031, 0.297]]
}

What did the first record say?
{
  "formula": "C6H9NO2",
  "method": "ωB97M-V with the def2-TZVPD basis set",
  "lumo_ev": 0.64,
  "de_lowest_ev": 4.184,
  "homo_ev": -8.370,
  "e_tot_ha": -439.122613,
  "gap_ev": 9.0100,
  "symbols": ["C", "C", "N", "C", "C", "C", "O", "C", "H", "H", "H", "H", "H", "H", "H", "O", "H", "H"],
  "xyz": [[-2.176324, -0.103047, 1.492606], [-1.704419, 1.190742, 1.380977], [-0.458142, 1.141897, 0.824814], [-0.060828, -0.163011, 0.695870], [1.236604, -0.551508, 0.093108], [2.106982, 0.342761, -0.696771], [2.410209, 0.327562, 0.647830], [-1.121970, -0.966814, 1.075884], [-3.200066, -0.388053, 1.724800], [-2.176646, 2.143021, 1.607877], [0.138457, 1.947339, 0.630801], [1.505924, -1.603070, 0.217380], [1.437602, 0.649995, -1.706981], [2.922175, -0.091305, -1.290422], [-1.173245, -2.044614, 0.932458], [0.372312, -0.590050, -2.860493], [-0.456560, -0.103432, -2.873507], [0.397937, -1.138410, -1.896225]],
  "forces_ev_per_angstrom": [[0.045, 0.199, -0.173], [-0.477, -0.096, -0.324], [0.592, 0.367, 0.325], [0.008, -0.298, -1.012], [1.880, -0.155, 2.256], [-1.124, -2.155, -4.921], [-1.970, 0.912, 0.258], [-0.005, 0.140, -0.384], [0.446, 0.086, 0.235], [0.132, -0.338, -0.101], [-0.310, -0.581, 0.283], [-0.207, 0.241, -0.059], [1.096, 2.021, 3.189], [0.011, -0.543, 0.384], [0.096, 0.328, 0.290], [0.479, -2.388, 3.561], [-0.220, -0.111, 0.269], [-0.472, 2.371, -4.077]]
}